42
Properties=species:S:1:pos:R:3:forces:R:3 method="wB97M-V/def2-TZVPD" smiles="C[C@@H](F)CO[C@H](CNCCC(F)=C(F)F)N=C=O.O=C1OCCO1" energy_ha=-1390.85822 spin_multiplicity=1 homo_lumo_gap_ev=6.6 e_homo_ev=-8.79
C -5.7105 -0.5882 -3.0374 0.36 0.43 0.91
C -5.7865 -0.8402 -1.3867 -0.40 0.26 -1.08
F -4.6593 -1.7721 -1.0563 -2.66 2.15 -0.48
C -5.6556 0.6185 -0.5810 -0.22 -1.22 -0.29
O -4.6562 0.4037 0.4760 0.94 3.04 -1.53
C -3.5856 1.4118 0.4529 1.26 -0.71 -1.01
C -2.1765 0.6220 0.8375 -0.68 -0.84 0.26
N -1.5079 1.1356 2.0935 0.81 -0.96 -1.09
C -0.2733 0.3453 2.4698 1.09 0.50 1.13
C 0.8697 0.2446 1.2947 0.80 1.24 -1.76
C 2.3978 0.0060 1.8386 0.65 -2.09 -1.69
F 3.3160 1.0741 2.3507 -3.37 -3.06 0.02
C 2.9315 -1.3975 1.7833 -0.34 0.92 1.22
F 2.8082 -2.2671 3.0018 2.06 2.40 -3.92
F 3.5435 -2.0218 0.5878 -3.12 1.08 3.86
N -3.8690 2.5930 1.4050 1.34 6.70 -4.30
C -3.6284 3.7780 0.6978 2.03 -0.97 -3.70
O -3.2333 4.7134 -0.2105 -3.39 -7.01 7.73
H -4.8134 0.1482 -3.2422 -1.73 -1.49 0.41
H -6.6945 -0.0456 -3.3892 1.91 -1.24 0.67
H -5.5019 -1.5744 -3.6339 -0.66 1.88 1.32
H -6.8489 -1.2874 -1.0763 2.73 0.36 -0.66
H -6.6732 0.9024 -0.0640 1.95 -0.58 -1.20
H -5.3629 1.4089 -1.3923 -0.33 -1.24 1.80
H -3.3954 1.9063 -0.5983 -0.77 -1.51 1.70
H -1.5044 0.6229 -0.1207 -1.15 0.22 1.64
H -2.4646 -0.5139 1.0363 0.50 2.44 -0.41
H -1.3465 2.1664 2.0811 0.02 -1.35 -0.15
H 0.2401 0.9056 3.3875 -1.28 -1.27 -1.91
H -0.5195 -0.7531 2.8019 0.18 2.23 -0.64
H 0.5130 -0.6308 0.5655 1.41 1.60 1.63
H 0.8214 1.2306 0.6331 0.08 -1.88 1.48
C 6.8862 -1.2599 -0.0941 -0.59 -0.15 0.98
C 6.8524 -2.0783 -1.3439 -0.51 -1.00 -0.17
O 7.3661 -1.1967 -2.3242 0.49 0.75 0.27
C 8.1266 -0.2725 -1.6674 1.61 1.79 -1.18
O 8.8551 0.5364 -2.2175 -1.69 -1.87 1.27
O 7.9662 -0.3725 -0.3154 0.33 0.14 -0.91
H 7.0609 -1.8684 0.7975 0.09 0.23 -0.10
H 5.9714 -0.6750 0.0477 0.07 -0.06 -0.02
H 7.5013 -2.9586 -1.2849 -0.04 0.08 0.00
H 5.8401 -2.3998 -1.6036 0.20 0.11 -0.11